Here is a cluster of 7 separate species, C36H86O21S2 in total from the OMol25 dataset. Energies are from wB97M-V/def2-TZVPD.

Calculated values
Energy ... -3798.72852 Ha
Total charge ... +1
Multiplicity ... 2
LUMO energy (spin up / spin down) ... -0.0932 / -0.3303 Ha
Kohn-Sham gap (spin up / spin down) ... 8.047 / 1.596 eV

Last column: Löwdin spin population.
Cartesian coordinates (Å):
H -4.800 0.424 -1.718  0.000
H 1.667 3.531 2.661  0.000
C 2.068 -3.635 -2.972  0.020
H 4.646 -3.814 -0.006  0.005
H 3.607 3.305 0.992  0.000
H 5.139 4.493 -5.306  0.000
H 4.657 -4.702 -2.944  0.008
C 1.183 6.050 2.611  0.000
H -4.250 1.197 -3.330  0.000
H 0.613 4.637 -1.773  0.000
H 2.879 5.212 -2.946  0.000
C 1.537 3.870 1.633  0.000
H 3.218 4.915 1.541  0.000
H -4.355 -3.866 -2.382  0.000
O -4.309 -1.359 1.098  0.000
C -0.702 0.407 -1.377  0.000
H -5.112 -3.518 -0.047  0.000
O 3.181 -3.463 -2.077  0.214
C 4.242 -0.781 9.471  0.000
H 2.107 -2.375 0.827  0.000
H -6.324 -1.763 1.552  0.000
H -6.526 -2.798 -0.720  0.000
H -0.709 1.846 -4.040  0.000
C -1.206 -1.927 -4.094  0.000
H 3.570 -2.571 11.329  0.000
H 4.778 -0.268 8.672  0.000
H -1.266 -0.876 -4.375  0.000
S -0.472 4.437 -4.042  0.000
H -1.367 -0.409 -1.096  0.000
C -5.506 -2.569 -0.411  0.000
O 4.836 4.664 -3.246  0.000
H -2.890 0.103 1.694  0.000
O -1.841 4.028 -4.533  0.000
H -7.022 0.885 -2.279  0.000
H 4.341 5.827 -4.814  0.000
O -4.754 -2.049 -1.564  0.000
H -6.021 4.620 -1.449  0.000
C 0.471 1.071 -5.754  0.000
H 1.636 -5.746 7.503  0.000
H -4.627 0.307 2.046  0.000
H 1.473 0.819 -6.100  0.000
H -1.137 -4.826 -0.295  0.000
H 1.988 6.639 2.171  0.000
C 4.641 -2.648 11.142  0.000
H 6.987 -2.440 0.259  0.028
H -1.099 -3.226 0.312  0.000
H -7.092 4.379 -4.066  0.000
H 5.935 5.898 -4.529  0.000
H 2.823 -5.783 9.519  0.000
O 0.617 -3.609 -0.890  0.013
H 0.053 -4.102 -2.887  0.000
H -1.175 4.703 -1.678  0.000
H 5.822 -4.792 -0.758  0.024
H -7.127 2.190 -5.030  0.000
O 2.655 4.654 -0.444  0.000
H -3.741 3.802 -0.611  0.000
C 2.258 -4.862 7.639  0.000
O -2.309 -2.326 -3.238  0.000
C 5.129 5.167 -4.450  0.000
H -4.977 2.621 -0.289  0.000
H 3.467 -1.351 8.960  0.000
C -4.373 3.053 -1.087  0.000
H 4.682 -4.714 10.949  0.000
H -4.102 0.637 0.515  0.000
C 5.140 -3.967 -0.966  0.027
H 5.734 -3.888 9.804  0.000
C 3.869 5.372 -2.520  0.000
H 1.221 -0.677 -1.251  0.000
H -3.732 -3.015 -4.626  0.000
O 5.067 -1.524 10.385  0.000
H 0.459 6.831 2.845  0.000
H 1.600 -4.083 8.025  0.000
C -0.321 4.263 -2.192  0.000
H -4.934 4.585 -2.776  0.000
H -3.261 0.145 -2.266  0.000
H -1.160 -2.591 -4.957  0.000
O 2.969 -4.437 6.455  0.000
H -6.118 -0.628 0.450  0.000
O 5.845 -2.732 -1.400  0.495
H 1.333 -3.449 5.730  0.000
C 2.120 -4.104 5.355  0.000
H 0.205 1.696 -6.605  0.000
C 3.256 -5.183 8.718  0.000
H 3.666 -5.409 -1.813  0.008
H 2.518 -3.435 4.593  0.000
H 4.077 6.394 -2.201  0.000
H 3.670 -0.063 10.059  0.000
H 1.604 5.663 3.539  0.000
O 0.033 5.774 -4.356  0.000
C -7.905 2.533 -4.348  0.000
H 6.852 -1.032 -0.953  0.000
H -1.408 -3.411 -1.314  0.001
H -5.647 -3.056 -3.243  0.000
H 0.897 -5.234 -1.995  0.003
H 1.700 -4.898 4.737  0.000
H -8.709 2.978 -4.933  0.000
H 4.674 4.983 -0.588  0.000
H -7.876 -0.439 -2.809  0.000
H -6.616 0.350 -3.898  0.000
H -0.372 3.189 -2.012  0.000
H -7.991 3.858 -2.498  0.000
H 5.294 -2.679 12.014  0.000
H 1.070 1.383 -3.769  0.000
O -3.473 2.167 -1.805  0.000
C 4.736 -3.886 10.242  0.000
H 2.323 -4.276 -3.816  0.000
C -3.699 -2.379 -3.741  0.000
H 4.155 -5.664 8.331  0.000
C 1.947 -1.805 1.741  0.000
H -1.312 1.228 -0.999  0.000
C 2.875 4.107 0.895  0.000
C -5.377 3.945 -2.012  0.000
C 0.318 1.847 -4.407  0.000
C -0.770 -3.828 -0.536  0.001
C -7.443 0.482 -3.201  0.000
C 0.868 -4.158 -2.165  0.020
O 3.577 -3.924 9.252  0.000
H -0.250 -2.094 -3.599  0.000
S 1.648 0.049 1.659  0.000
O 0.421 0.013 0.573  0.000
H -0.763 0.455 -2.464  0.000
O 1.109 0.514 2.967  0.000
C 3.866 4.587 -1.204  0.000
C 0.729 0.186 -0.803  0.000
H 1.731 -2.688 -3.395  0.008
H 0.973 3.076 1.145  0.000
H 5.482 -1.592 0.143  0.033
H 2.892 -1.806 2.284  0.000
C -4.723 -2.888 -2.690  0.000
C 6.372 -1.857 -0.427  0.068
O 2.938 0.707 1.054  0.000
O -6.304 2.988 -2.679  0.000
H 4.035 3.558 -1.522  0.000
C -3.901 -0.066 1.323  0.000
H 1.421 1.014 -0.960  0.000
O 0.597 4.995 1.754  0.000
O -8.508 1.385 -3.740  0.000
C -5.654 -1.579 0.712  0.000
C -4.024 0.922 -2.299  0.000
H -3.819 -1.342 -4.055  0.000
C -7.388 3.597 -3.367  0.000
H -0.105 0.153 -5.880  0.000
O 0.636 3.268 -4.528  0.000
C 4.174 -4.462 -1.996  0.020
H 1.150 -2.233 2.349  0.000